A structure of composition C30H25As4F24HgN5O10 in a non-equilibrium geometry. Source: OMol25; level of theory: wB97M-V/def2-TZVPD.

Results
Multiplicity: 1
Net charge: -2

Structure (XYZ):
```
99
C30H25As4F24HgN5O10 | OMol25 | wB97M-V/def2-TZVPD
Hg -0.39616 -0.21568 0.95778
As -0.44648 -4.35549 0.46209
F -0.42943 -6.02995 0.05337
F 0.33014 -4.60301 1.95010
F -0.37445 -2.58507 0.79953
F -1.23725 -3.97752 -1.03685
F -1.95338 -4.38303 1.20612
F 1.09246 -4.19253 -0.36322
As -2.46344 -1.95721 4.25092
F -1.59767 -1.30836 2.83513
F -1.30229 -3.21593 4.37972
F -3.17574 -2.45567 5.75935
F -3.74535 -0.83312 4.01172
F -3.39587 -3.03211 3.29549
F -1.47261 -0.87383 5.17728
As 2.63204 -1.58793 3.45613
F 3.36314 -0.23923 2.63706
F 1.10721 -1.02997 2.75442
F 1.81616 -2.83295 4.29209
F 4.13523 -2.07364 4.17108
F 2.34260 -0.58044 4.84070
F 2.96553 -2.60424 2.11162
As -4.14511 -1.26934 -0.24828
F -4.60137 -0.29974 1.10881
F -2.42598 -0.98918 0.17117
F -3.66050 -2.22011 -1.59266
F -5.80867 -1.44247 -0.69809
F -4.03679 0.22615 -1.15553
F -4.19660 -2.66577 0.69298
C -6.25537 2.50599 3.23777
C -5.91611 2.63058 1.90608
C -4.58827 2.65654 1.52803
C -3.65958 2.50205 2.52754
C -3.94108 2.23821 3.84302
C -5.27906 2.25584 4.18532
N -2.25252 2.45966 2.11205
O -1.51939 1.52398 2.45433
O -1.79766 3.47175 1.59221
H -7.27556 2.66968 3.56294
H -6.67190 2.81880 1.15501
H -4.34754 2.87937 0.50064
H -3.15016 1.99686 4.53547
H -5.53099 2.02783 5.21370
C 4.78984 -2.83336 -2.77820
C 4.61352 -1.59334 -3.35988
C 3.86995 -0.64103 -2.67763
C 3.30791 -0.98249 -1.46604
C 3.62950 -2.16730 -0.83363
C 4.45584 -3.07940 -1.45486
N 2.56507 0.04332 -0.73922
O 1.80262 -0.40462 0.08451
O 2.68916 1.19902 -1.03345
H 5.29930 -3.59769 -3.35950
H 4.93792 -1.39155 -4.37083
H 3.71284 0.31518 -3.15889
H 3.11540 -2.34621 0.10583
H 4.76379 -3.96190 -0.91562
C 1.25404 -3.70300 -5.60662
C 0.52763 -2.56187 -5.90076
C -0.02076 -1.77118 -4.89871
C 0.15823 -2.20219 -3.59382
C 0.90003 -3.31096 -3.26994
C 1.45035 -4.08509 -4.28965
N -0.50041 -1.47729 -2.50918
O 0.05393 -1.50440 -1.42636
O -1.47818 -0.82173 -2.76272
H 1.52240 -4.30089 -6.47015
H 0.18900 -2.30057 -6.89755
H -0.58952 -0.86564 -5.05086
H 1.07841 -3.63429 -2.25009
H 1.98096 -4.98270 -4.00358
C -0.24914 3.10639 -5.41458
C -1.30576 3.72428 -4.73009
C -1.66959 3.40005 -3.44224
C -0.88826 2.45015 -2.79959
C 0.09164 1.75991 -3.47572
C 0.38266 2.02569 -4.79892
N -1.17822 2.12519 -1.42037
O -0.27255 1.58804 -0.79166
O -2.25474 2.41833 -0.97232
H -0.05216 3.38550 -6.43913
H -1.77116 4.49069 -5.34546
H -2.43099 3.97278 -2.93319
H 0.51900 0.95457 -2.88654
H 1.20631 1.60575 -5.36469
C 4.50607 4.89523 2.88260
C 4.18493 4.23242 4.05071
C 3.21869 3.22997 4.07116
C 2.43347 3.06562 2.95180
C 2.73065 3.73554 1.80045
C 3.71853 4.72095 1.76245
N 1.36763 2.07315 2.96244
O 0.83862 1.78792 4.00050
O 1.14609 1.54797 1.87707
H 5.29744 5.63430 2.93933
H 4.81457 4.24603 4.93351
H 2.93298 2.80780 5.02538
H 2.05045 3.67540 0.95834
H 3.81990 5.29379 0.85208
```

An isolated molecule of C2H3N2OP in a non-equilibrium geometry. Source: OMol25; level of theory: wB97M-V/def2-TZVPD.

Results
ΔE to the lowest compared entry with this formula, charge and spin, eV: 3.7697
Multiplicity: 1

Structure (XYZ):
```
9
C2H3N2OP | OMol25 | wB97M-V/def2-TZVPD
C 1.25925 0.91110 0.45837
C -0.66287 0.60058 1.36704
N 0.97614 -0.17092 -0.18339
N -0.37848 -0.42362 0.31196
O 0.40852 1.35101 1.30564
P -1.27332 -1.71648 -0.74285
H 2.28226 1.39223 0.34959
H -2.22653 -0.76899 -1.36200
H -0.38497 -1.17491 -1.50435
```

A structure of composition C22H57CaO12V in a non-equilibrium geometry. Source: OMol25; level of theory: wB97M-V/def2-TZVPD.

Results
ΔE to the lowest compared entry with this formula, charge and spin, eV: 0.0000
Multiplicity: 1
Net charge: +2

Structure (XYZ):
```
93
C22H57CaO12V | OMol25 | wB97M-V/def2-TZVPD
O 3.45934 -2.29146 -3.20060
V 3.66438 -2.29168 -1.67023
O 3.31778 -3.80094 -1.21779
Ca 3.00962 -0.56811 2.51400
O -0.05257 -0.11615 -0.90290
C 1.05369 -0.65264 -0.37449
O 1.63261 -1.58415 -1.03656
O 1.48512 -0.22053 0.72603
H -0.11220 -0.71194 -1.68308
C 1.51621 3.74747 3.04198
C 2.23900 2.80447 2.05690
C 3.49384 3.48964 1.53996
O 2.55157 1.65905 2.87089
H 2.12966 3.93411 3.92885
H 0.68485 3.16146 3.44022
H 1.21507 4.70143 2.61877
H 1.59966 2.54639 1.21448
H 3.15060 4.08632 0.69460
H 4.33117 2.87569 1.18858
H 3.97765 4.10216 2.30369
H 3.01816 1.92702 3.67682
C -3.73961 -3.57866 1.33846
C -3.94237 -3.37956 -0.15843
C -3.74119 -1.89452 -0.50030
O -2.98837 -4.16487 -0.83292
H -4.46701 -2.97732 1.89002
H -2.73891 -3.26102 1.64096
H -3.88039 -4.59080 1.71945
H -4.96117 -3.66574 -0.44654
H -4.54739 -1.30825 -0.06416
H -3.71169 -1.75005 -1.58246
H -2.74802 -1.63910 -0.12411
H -3.05107 -3.90358 -1.77089
C 0.16479 -4.14555 1.45436
C 1.06257 -3.66517 2.58871
C 1.72780 -4.78603 3.39177
O 2.08917 -2.85873 1.97979
H -0.52007 -3.34531 1.16095
H -0.47348 -4.99851 1.67461
H 0.74116 -4.33925 0.54447
H 0.49126 -3.06460 3.29978
H 0.96583 -5.41263 3.84774
H 2.45028 -4.39390 4.11427
H 2.42385 -5.37714 2.78737
H 2.36088 -3.29575 1.15931
C -0.68090 -3.46208 -2.90337
C -1.66847 -3.33814 -4.07654
C -1.36351 -4.33014 -5.17250
O -2.99195 -3.61017 -3.59238
H -0.90812 -4.36674 -2.33775
H -0.78792 -2.60507 -2.24320
H 0.32790 -3.61297 -3.28851
H -1.56542 -2.31475 -4.45024
H -1.51261 -5.35336 -4.81887
H -0.33433 -4.23607 -5.51775
H -2.06097 -4.22418 -6.00587
H -3.50563 -4.03879 -4.28328
C -1.33879 3.61267 -1.07354
C -1.11801 4.72618 -0.05862
C 0.26055 5.35607 -0.17266
O -2.15254 5.68706 0.03170
H -1.32914 3.88327 -2.13244
H -2.30824 3.14801 -0.87464
H -0.59852 2.80743 -1.03238
H -1.10403 4.23223 0.92362
H 0.98793 4.54503 -0.25708
H 0.51274 5.93824 0.71400
H 0.37022 5.99069 -1.05303
H -3.00395 5.24132 0.07754
C -2.75563 1.32342 1.62248
C -1.64423 1.62198 2.61546
C -2.17445 2.00671 3.99459
O -0.77289 0.49758 2.70476
H -3.42379 0.55185 2.00528
H -2.35612 0.97441 0.66812
H -3.35487 2.19411 1.34718
H -1.05205 2.46760 2.23716
H -2.71140 1.17890 4.46656
H -2.97215 2.74616 3.90360
H -1.43407 2.36515 4.70818
H -0.44884 0.39330 1.80266
C 3.11846 4.00685 -2.38491
C 3.24597 2.53678 -2.04190
C 2.35780 1.62175 -2.91144
O 4.58978 2.07048 -2.21918
H 3.43166 4.65953 -1.57245
H 2.09546 4.27661 -2.65233
H 3.67179 4.23663 -3.29644
H 2.98370 2.33270 -0.99529
H 2.54473 0.54002 -2.80614
H 2.64344 1.68340 -3.96544
H 1.28052 1.75071 -2.79814
H 4.67880 1.28603 -1.67689
```

A structure of composition C11H14N2S in a non-equilibrium geometry. Source: OMol25; level of theory: wB97M-V/def2-TZVPD.

Results
ΔE to the lowest compared entry with this formula, charge and spin, eV: 1.0869
Multiplicity: 1

Structure (XYZ):
```
28
C11H14N2S | OMol25 | wB97M-V/def2-TZVPD
C 2.35137 -1.88753 0.72556
C 2.34940 -0.59801 -0.15859
C 1.68663 0.63869 0.53527
C 1.30031 1.67856 -0.57495
C -0.21538 2.05532 -0.60845
C -1.09788 0.79371 -0.53303
C -1.10715 -0.16767 -1.51940
C -1.95061 -1.34950 -1.32688
C -2.72765 -1.49398 -0.20965
C -2.74136 -0.52782 0.85953
N -3.43630 -0.52467 2.01527
S -2.98595 0.86520 2.73648
N -1.94170 1.55054 1.67982
C -1.90602 0.64706 0.66706
H 2.31827 -1.68560 1.80885
H 1.52748 -2.54817 0.39285
H 3.29389 -2.43203 0.52210
H 1.85830 -0.83444 -1.12073
H 3.40374 -0.31045 -0.34775
H 0.84001 0.31224 1.16620
H 2.42034 1.11643 1.21556
H 1.55723 1.24391 -1.56109
H 1.87600 2.60521 -0.39580
H -0.42234 2.59111 -1.55914
H -0.44692 2.77153 0.19768
H -0.48069 -0.00926 -2.40495
H -1.94643 -2.12508 -2.10507
H -3.37656 -2.37530 -0.09678
```

A cluster of 5 separate species, C22H54BO11 in total. Source: OMol25; level of theory: wB97M-V/def2-TZVPD.

Results
Multiplicity: 1
Net charge: -1

Structure (XYZ):
```
88
C22H54BO11 | OMol25 | wB97M-V/def2-TZVPD
O 3.46654 -2.50743 0.61773
C 4.19843 -1.48957 -0.04637
C 3.38005 -0.58142 -0.96656
C 2.83816 0.71810 -0.34522
C 1.34191 0.75571 0.05026
C 0.62662 -0.57559 0.15609
C -0.05086 -1.10856 -1.09860
O -0.76534 -2.20763 -0.63390
B -1.21190 -1.80221 0.78293
O -0.47510 -0.51193 1.02875
H 2.96949 -3.00827 -0.03438
H 5.01585 -1.93480 -0.62926
H 4.64979 -0.90229 0.75632
H 4.05124 -0.31330 -1.78881
H 2.57347 -1.16539 -1.41488
H 3.00861 1.52878 -1.05870
H 3.45711 0.95715 0.52476
H 0.79597 1.38569 -0.66109
H 1.24075 1.25027 1.01875
H 1.29707 -1.37800 0.50992
H 0.61718 -1.36573 -1.93544
H -0.73542 -0.30968 -1.45099
H -0.86417 -2.70939 1.57121
H -2.43126 -1.63663 0.85063
C 5.26091 0.48487 -6.06597
O 5.35695 -0.79871 -6.65620
C 5.84589 -1.79208 -5.77282
C 4.73763 -2.60221 -5.13517
O 3.92790 -1.81312 -4.29015
C 2.68742 -1.42767 -4.85517
H 4.67710 1.10990 -6.73979
H 4.76299 0.44785 -5.09480
H 6.25292 0.93555 -5.94194
H 6.45661 -1.33321 -4.98657
H 6.48828 -2.46131 -6.35376
H 5.19132 -3.38835 -4.52252
H 4.13364 -3.08623 -5.91083
H 1.98804 -2.26967 -4.87218
H 2.81160 -1.04034 -5.86998
H 2.27364 -0.64826 -4.21777
C -7.28196 -0.05930 4.06886
O -7.74840 -0.69386 2.89417
C -7.08000 -0.26223 1.71810
C -5.95558 -1.18997 1.31205
O -4.91821 -1.20744 2.26173
C -4.88042 -2.35759 3.07425
H -7.68184 -0.60752 4.91957
H -6.19055 -0.05968 4.11415
H -7.64469 0.97453 4.12657
H -6.68065 0.74833 1.86069
H -7.82317 -0.22399 0.91534
H -5.52918 -0.83531 0.36758
H -6.34881 -2.19954 1.14316
H -4.52249 -3.22174 2.50451
H -5.86188 -2.58378 3.50664
H -4.16788 -2.15994 3.87317
C 10.94633 4.94781 -4.74354
O 10.99621 3.66613 -4.14889
C 9.84856 3.34979 -3.37834
C 8.87377 2.47297 -4.13237
O 8.32292 3.13159 -5.25998
C 8.92847 2.76656 -6.48486
H 11.75492 4.99822 -5.47121
H 9.99500 5.12011 -5.25263
H 11.09638 5.73387 -3.99482
H 9.34400 4.26579 -3.05282
H 10.18637 2.81452 -2.48642
H 8.04763 2.21212 -3.46445
H 9.36754 1.54349 -4.43607
H 8.60849 1.76487 -6.79396
H 10.01925 2.78652 -6.41986
H 8.60286 3.48412 -7.23635
C -9.20196 1.46231 7.38999
O -9.43971 0.20909 6.78071
C -9.28928 -0.89427 7.65432
C -10.62180 -1.42138 8.13848
O -11.31619 -0.47908 8.93871
C -12.31272 0.23701 8.23601
H -9.56046 2.22737 6.70313
H -9.73242 1.55622 8.34127
H -8.13098 1.61802 7.56086
H -8.66182 -0.62335 8.51032
H -8.77950 -1.68885 7.10044
H -10.44863 -2.31118 8.75079
H -11.23365 -1.71600 7.27905
H -13.18502 -0.39653 8.03854
H -11.93630 0.62736 7.28769
H -12.61963 1.06888 8.86824
```

A cluster of 2 separate species, H5N2PS in total in a non-equilibrium geometry. Source: OMol25; level of theory: wB97M-V/def2-TZVPD.

Results
SMILES: [H]/N=P/N.S
ΔE to the lowest compared entry with this formula, charge and spin, eV: 1.1659
Multiplicity: 1

Structure (XYZ):
```
9
H5N2PS | OMol25 | wB97M-V/def2-TZVPD
H -0.15282 -3.14767 0.84660
N -0.56131 -2.37078 1.30743
P -1.27735 -1.37889 0.32800
N -2.07600 -0.31703 1.44985
H -1.86586 0.67051 1.44617
H -2.03430 -0.59716 2.48881
S 2.84205 2.97575 -0.53406
H 3.55831 3.50722 0.37997
H 3.07144 3.90267 -1.43739
```

Number 1: total energy -372191.7429 eV. Number 2: total energy -16434.6771 eV. Number 3: total energy -92420.1908 eV. Number 4: total energy -25449.0802 eV. Number 5: total energy -46884.7810 eV. Number 6: total energy -23184.8781 eV.